# 1
{"formula": "C2H3NS4", "method": "the ωB97M-V functional and the def2-TZVPD basis", "total_energy_ev": -46952.273, "e_homo_ev": -9.20, "homo_lumo_gap_ha": 0.306, "smiles": "S=C(S)S.N=C=S", "charge": 0, "de_lowest_ev": 0.6197, "symbols": ["S", "C", "S", "S", "H", "H", "N", "C", "S", "H"], "xyz": [[-0.069, -0.933, -0.733], [0.092, 0.544, 0.014], [0.311, 0.809, 1.855], [0.150, 2.039, -0.858], [-0.470, 1.796, 1.901], [0.038, 1.546, -2.134], [2.480, -1.519, -2.566], [1.605, -1.519, -3.410], [0.549, -1.794, -4.530], [2.434, -1.344, -1.605]]}

---

# 2
{"formula": "C18H22F3N5O7S3Y", "method": "the ωB97M-V functional and the def2-TZVPD basis", "total_energy_ev": -82512.177, "e_homo_ev": -3.98, "homo_lumo_gap_ha": 0.208, "charge": -1, "de_lowest_ev": 0.7918, "symbols": ["Y", "O", "C", "C", "C", "C", "C", "C", "C", "O", "N", "O", "O", "H", "H", "H", "H", "C", "C", "S", "C", "C", "S", "H", "H", "H", "H", "H", "H", "C", "N", "C", "N", "C", "N", "C", "N", "C", "C", "H", "H", "H", "H", "H", "H", "H", "H", "H", "H", "H", "H", "F", "C", "F", "F", "S", "O", "O", "O"], "xyz": [[1.239, 0.501, -0.122], [0.097, 1.447, 1.792], [0.042, 1.006, 2.946], [0.182, -0.354, 3.361], [-0.002, -0.672, 4.709], [0.139, -1.971, 5.156], [0.542, -2.986, 4.259], [0.734, -2.711, 2.945], [0.520, -1.395, 2.408], [0.594, -1.194, 1.166], [-0.145, -2.295, 6.500], [0.117, -3.423, 6.903], [-0.663, -1.435, 7.206], [-0.168, 1.724, 3.766], [-0.270, 0.099, 5.418], [0.686, -3.980, 4.658], [1.046, -3.479, 2.250], [2.547, -1.118, -4.441], [1.932, -0.324, -3.318], [1.469, -1.294, -1.928], [1.777, 1.013, -3.417], [2.210, 1.737, -4.664], [1.036, 2.035, -2.187], [2.518, -2.173, -4.184], [3.588, -0.828, -4.596], [2.009, -0.961, -5.375], [3.208, 1.419, -4.966], [2.216, 2.810, -4.492], [1.520, 1.522, -5.482], [-1.719, -0.096, -2.013], [-3.147, -0.103, -2.299], [-3.797, -1.023, -1.378], [-3.580, -0.641, 0.013], [-2.146, -0.617, 0.265], [-1.439, 0.320, -0.623], [-2.029, 1.658, -0.429], [-3.461, 1.669, -0.688], [-3.669, 1.238, -2.066], [-4.100, 0.708, 0.201], [-1.225, 0.599, -2.699], [-1.313, -1.100, -2.168], [-3.396, -2.029, -1.536], [-4.875, -1.033, -1.574], [-1.743, -1.623, 0.113], [-1.987, -0.322, 1.306], [-1.541, 2.363, -1.111], [-1.857, 1.978, 0.604], [-3.155, 1.936, -2.731], [-4.741, 1.249, -2.287], [-5.177, 0.707, 0.002], [-3.926, 1.010, 1.239], [5.113, 2.530, -0.640], [4.724, 1.324, -0.228], [5.814, 0.560, -0.128], [3.947, 0.791, -1.203], [3.607, 1.325, 1.291], [4.390, 1.702, 2.419], [2.578, 2.252, 0.845], [3.132, -0.050, 1.232]]}

---

# 3
{"formula": "C34H61IrN3SbSi", "method": "the ωB97M-V functional and the def2-TZVPD basis", "total_energy_ev": -57956.947, "e_homo_ev": -12.87, "homo_lumo_gap_ha": 0.229, "charge": 2, "symbols": ["Ir", "C", "N", "C", "C", "C", "N", "C", "C", "H", "H", "H", "H", "H", "H", "H", "H", "H", "H", "H", "H", "H", "H", "H", "H", "C", "Si", "C", "N", "C", "C", "C", "C", "C", "C", "C", "C", "C", "C", "C", "C", "C", "C", "C", "C", "C", "H", "H", "H", "H", "H", "H", "H", "H", "H", "H", "H", "H", "H", "H", "H", "H", "H", "H", "H", "H", "H", "H", "H", "H", "C", "C", "C", "Sb", "C", "C", "C", "C", "C", "C", "H", "H", "H", "H", "H", "H", "H", "H", "H", "H", "H", "H", "H", "H", "H", "H", "H", "H", "H", "H", "H"], "xyz": [[0.855, 0.934, 0.543], [4.062, 1.316, 0.154], [3.102, 0.435, 0.848], [3.456, -0.952, 0.459], [3.219, 0.608, 2.312], [2.039, -0.036, 3.013], [0.724, 0.570, 2.575], [0.473, 1.807, 3.365], [-0.357, -0.392, 2.963], [5.085, 1.064, 0.448], [3.880, 2.356, 0.404], [3.973, 1.173, -0.922], [4.523, -1.115, 0.635], [3.236, -1.096, -0.598], [2.870, -1.677, 1.014], [3.244, 1.680, 2.516], [4.155, 0.179, 2.685], [2.114, 0.086, 4.095], [1.979, -1.104, 2.802], [0.339, 1.533, 4.412], [-0.432, 2.283, 2.997], [1.321, 2.482, 3.283], [-0.213, -0.648, 4.014], [-0.285, -1.288, 2.350], [-1.325, 0.082, 2.844], [-1.165, 0.633, 0.077], [-2.093, 2.097, -0.638], [-0.894, 3.403, 0.067], [0.515, 2.870, 0.063], [1.374, 3.844, 0.804], [1.458, 5.192, 0.083], [1.604, 5.002, -1.440], [2.085, 3.590, -1.774], [1.032, 2.592, -1.302], [-2.051, 2.139, -2.506], [-1.576, 1.085, -3.287], [-1.528, 1.180, -4.671], [-1.956, 2.340, -5.301], [-2.436, 3.402, -4.545], [-2.483, 3.299, -3.163], [-3.789, 2.396, 0.045], [-4.914, 2.493, -0.773], [-6.170, 2.715, -0.227], [-6.319, 2.844, 1.145], [-5.212, 2.743, 1.979], [-3.961, 2.521, 1.429], [-1.099, -0.224, -0.605], [-1.722, 0.286, 0.949], [-1.129, 3.598, 1.115], [-0.915, 4.360, -0.453], [2.368, 3.408, 0.880], [0.961, 3.942, 1.804], [2.328, 5.709, 0.489], [0.597, 5.811, 0.325], [2.300, 5.732, -1.848], [0.651, 5.178, -1.944], [3.061, 3.396, -1.329], [2.202, 3.453, -2.849], [1.454, 1.531, -1.288], [0.184, 2.563, -1.981], [-1.245, 0.163, -2.824], [-1.166, 0.347, -5.259], [-1.925, 2.415, -6.379], [-2.780, 4.304, -5.033], [-2.871, 4.136, -2.591], [-4.815, 2.388, -1.847], [-7.034, 2.788, -0.874], [-7.298, 3.021, 1.569], [-5.329, 2.840, 3.050], [-3.107, 2.443, 2.097], [2.267, -4.659, -1.957], [1.840, -4.970, -0.528], [3.056, -5.100, 0.386], [0.500, -3.467, 0.266], [-1.184, -3.607, -1.096], [-1.593, -5.019, -1.496], [-0.920, -2.753, -2.333], [-0.274, -4.550, 1.990], [-0.320, -6.066, 1.830], [0.529, -4.194, 3.242], [2.968, -5.416, -2.315], [2.777, -3.693, -2.022], [1.427, -4.641, -2.651], [1.280, -5.908, -0.513], [3.594, -4.151, 0.474], [3.762, -5.830, -0.018], [2.791, -5.427, 1.393], [-2.002, -3.152, -0.526], [-0.776, -5.551, -1.989], [-2.427, -4.982, -2.201], [-1.916, -5.617, -0.646], [-0.131, -3.181, -2.954], [-0.605, -1.739, -2.077], [-1.815, -2.682, -2.955], [-1.295, -4.171, 2.104], [0.685, -6.482, 1.733], [-0.894, -6.391, 0.966], [-0.771, -6.520, 2.715], [1.556, -4.557, 3.171], [0.089, -4.655, 4.129], [0.576, -3.117, 3.424]]}